# 1
Molecular formula: C9H10OS
Method: DFT, ωB97M-V with the def2-TZVPD basis set

Results
**Frontier orbital gap**: 8.1 eV
**2S+1**: 1

Structure (XYZ):
```
21
Properties=species:S:1:pos:R:3:forces:R:3:mulliken_charge:R:1
C 1.747 -0.348 1.401 0.9 0.9 1.8 -0.488
C 1.860 -1.435 0.516 1.5 -4.7 -0.2 -0.242
C 0.747 0.516 1.205 -0.7 1.0 1.6 -0.607
C 1.052 -1.712 -0.564 2.3 1.8 1.3 -0.824
C -1.322 1.139 -0.101 -0.8 0.7 -4.5 -0.901
C 0.977 0.807 -1.235 -0.8 -1.3 0.8 -0.978
C -2.236 0.386 0.698 -0.7 -2.6 1.6 -0.227
C 0.040 0.634 -0.087 2.1 -1.9 1.3 1.250
C 0.324 -0.586 -1.046 0.0 1.9 -0.8 -0.245
O -3.813 0.053 -1.164 -0.8 -0.8 -0.3 -0.526
S -3.553 -0.444 0.205 1.4 1.9 -0.2 0.292
H 2.455 -0.263 2.327 -1.7 -0.4 -1.8 0.274
H 2.528 -2.286 0.964 -1.1 1.5 -1.3 0.230
H 0.453 1.114 2.115 0.1 -0.2 -1.4 0.359
H 1.158 -2.513 -1.275 -0.1 -0.7 0.6 0.399
H -1.599 1.260 -1.225 -0.1 -0.2 2.0 0.367
H -1.312 2.074 0.322 0.0 2.9 0.8 0.387
H 0.596 1.517 -1.947 0.4 -0.2 -0.7 0.317
H 2.003 0.684 -0.942 0.4 1.0 -0.3 0.364
H -0.327 -0.805 -1.841 -1.5 -0.1 -0.6 0.497
H -1.778 0.208 1.675 -0.8 -0.4 0.2 0.302
```
Forces are in eV/Å.

# 2
Molecular formula: C9H10OSe
Method: DFT, ωB97M-V with the def2-TZVPD basis set

Results
**Frontier orbital gap (alpha / beta)**: 6.2 / 7.6 eV
**2S+1**: 1

Structure (XYZ):
```
21
Properties=species:S:1:pos:R:3:forces:R:3:mulliken_charge:R:1
C 2.378 1.134 -0.902 -2.4 2.1 3.3 -0.683
C 2.413 2.176 0.092 -1.1 -2.2 -0.9 -0.798
C 1.309 0.315 -0.996 -0.7 -0.1 1.7 -0.884
C 1.372 2.159 1.023 0.5 0.5 0.1 -0.280
C 0.218 0.354 -0.090 -0.6 1.2 0.5 1.509
C 0.273 1.298 0.999 0.1 -1.3 -1.2 -0.365
C -1.539 -0.600 2.389 1.5 -0.4 3.7 -0.718
C -0.915 -0.435 -0.403 -1.8 0.4 0.6 0.400
C -0.848 -1.620 -1.286 -2.2 0.3 -1.6 -1.361
O -2.226 -0.036 -0.202 0.7 0.9 0.0 -0.533
Se -0.956 1.105 2.487 1.1 1.4 -0.3 0.150
H 3.120 1.014 -1.543 3.3 -0.3 -2.8 0.546
H 3.270 2.828 0.112 -0.1 0.2 0.4 0.368
H 1.261 -0.467 -1.681 0.3 -0.9 -1.3 0.276
H 1.496 2.802 1.864 -0.2 0.6 0.6 0.356
H -2.256 -0.986 1.814 -2.3 -1.0 -3.1 0.316
H -1.752 -0.996 3.410 0.6 0.5 -0.5 0.310
H -0.352 -2.389 -0.790 1.8 -1.2 0.5 0.367
H -0.363 -1.272 -2.258 -0.8 -1.2 1.0 0.312
H -1.875 -2.166 -1.420 1.6 1.7 -0.2 0.295
H -2.322 0.874 0.189 0.6 -1.1 -0.4 0.415
```
Forces are in eV/Å.

# 3
Molecular formula: C9H11
Method: DFT, ωB97M-V with the def2-TZVPD basis set

Results
**Frontier orbital gap (alpha / beta)**: 8.2 / 9.2 eV
**2S+1**: 2

Structure (XYZ):
```
20
Properties=species:S:1:pos:R:3:forces:R:3:mulliken_charge:R:1
H -1.852 -0.486 -0.563 0.5 -0.7 0.3 0.287
C -1.333 -0.803 0.358 -0.6 0.0 0.9 -0.820
C -1.276 0.195 1.308 2.1 0.4 -0.2 0.013
H -0.769 0.201 2.316 -0.8 -0.8 -1.2 0.315
C -1.536 1.593 0.797 -0.1 0.1 -1.1 -1.030
H -1.123 -1.867 0.508 -1.8 0.4 0.9 0.289
H -1.053 2.404 1.358 -0.5 -0.3 0.1 0.343
H -1.189 1.718 -0.264 -0.1 -0.2 0.9 0.283
H -2.621 1.682 0.727 -0.1 0.7 0.3 0.260
C 2.302 -3.372 -1.698 -0.6 0.5 0.1 -0.438
C 1.888 -3.714 -0.386 -0.9 1.3 -0.7 -0.429
C 0.812 -2.993 0.229 1.1 -0.9 -0.3 -0.505
C 0.195 -1.981 -0.479 1.5 0.1 -0.2 0.443
C 0.555 -1.636 -1.744 1.0 0.0 -2.2 -0.255
C 1.628 -2.328 -2.397 -0.5 -0.7 1.9 -0.438
H 3.137 -3.916 -2.183 -0.7 0.4 0.4 0.322
H 2.374 -4.517 0.147 0.0 0.0 0.1 0.368
H 0.497 -3.285 1.241 0.1 0.3 -0.4 0.332
H 0.032 -0.841 -2.320 0.4 -0.6 0.6 0.284
H 1.920 -2.072 -3.401 0.0 0.1 -0.1 0.374
```
Forces are in eV/Å.

# 4
Molecular formula: C9H11BrCl2O2
Method: DFT, ωB97M-V with the def2-TZVPD basis set

Results
**Frontier orbital gap**: 8.4 eV
**SMILES string**: C=C(C)C(=O)O/C(Br)=C(\Cl)[C@@H](Cl)CC
**2S+1**: 1

Structure (XYZ):
```
25
Properties=species:S:1:pos:R:3:forces:R:3:mulliken_charge:R:1
C -3.854 0.845 2.450 4.7 3.0 0.9 -0.979
C -3.230 0.733 1.272 -2.1 -2.5 0.1 0.420
C 1.164 0.527 0.479 -5.4 2.2 -2.3 0.253
C -0.018 1.198 -0.210 6.5 -2.8 3.1 0.051
C -1.890 1.242 1.166 2.2 2.4 -1.2 0.718
C -3.881 -0.123 0.154 1.1 0.3 0.3 -1.136
C 3.561 -0.477 -1.344 0.5 0.9 4.2 -1.131
C 3.563 -0.037 0.215 -2.7 -3.0 -1.5 -0.789
C 2.548 1.019 0.429 -0.1 1.2 -0.1 0.088
O -1.318 2.107 1.779 -1.0 -1.5 0.0 -0.494
O -1.255 0.792 -0.069 -1.5 -0.6 1.0 -0.285
Cl 0.892 -0.773 1.626 -0.5 0.5 -0.7 -0.192
Cl 2.849 1.952 1.961 0.1 0.0 0.0 -0.189
Br 0.292 2.769 -1.170 -0.1 0.1 -0.3 -0.105
H -4.801 0.602 2.687 -3.1 -1.3 0.3 0.432
H -3.293 1.414 3.293 -1.0 -1.0 -1.5 0.212
H -3.254 -0.860 -0.303 1.4 -0.2 0.1 0.313
H -4.599 -0.835 0.563 -0.9 1.0 -0.1 0.377
H -4.085 0.486 -0.728 -1.0 0.0 0.3 0.331
H 3.959 0.338 -1.872 0.9 0.7 -1.1 0.336
H 4.112 -1.385 -1.320 0.4 -0.7 -0.9 0.381
H 2.546 -0.558 -1.548 -1.8 -0.7 -0.9 0.334
H 3.207 -0.908 0.840 0.7 0.6 -0.7 0.297
H 4.497 0.189 0.544 2.7 1.0 0.8 0.512
H 2.613 1.753 -0.366 0.0 0.3 0.0 0.246
```
Forces are in eV/Å.

# 5
Molecular formula: C9H11BrMgN2O4P2S
Method: DFT, ωB97M-V with the def2-TZVPD basis set

Results
**Charge**: +2
**Frontier orbital gap**: 2.4 eV
**2S+1**: 1

Structure (XYZ):
```
31
Properties=species:S:1:pos:R:3:forces:R:3:mulliken_charge:R:1
C -1.127 1.713 -3.110 -0.9 0.9 -1.0 -1.026
C -1.653 0.199 -3.130 1.1 0.3 0.4 0.113
C -1.031 -0.760 -2.003 -0.1 -0.3 -0.8 -0.434
O -0.950 -0.174 -0.688 2.3 -0.6 -0.6 -0.164
C 0.364 -0.235 -0.150 4.7 0.2 1.6 0.569
C 1.626 0.388 -0.829 -1.0 -1.4 2.0 -0.218
C 3.068 0.339 -0.176 -0.9 0.1 -0.3 0.417
N 4.213 0.962 -0.833 -2.1 -3.2 5.2 -0.508
S 5.435 0.638 0.347 -2.7 -0.9 0.3 0.340
N 4.666 -0.233 1.618 -3.3 1.0 -3.4 -0.474
C 3.291 -0.348 1.214 0.6 1.2 -1.8 0.437
C 2.048 -0.994 1.905 -0.6 0.9 -1.7 -0.176
Br 2.386 -1.847 3.672 -0.5 1.2 -2.5 0.004
C 0.619 -0.939 1.246 2.5 0.6 0.0 0.164
P -0.799 -1.727 2.233 0.2 0.4 -2.0 -0.235
P -1.589 -0.025 3.413 0.0 1.9 4.2 1.019
O -1.812 -0.474 4.860 0.3 0.8 -3.8 -0.583
O -0.371 1.194 3.379 -2.5 -1.9 -0.1 -0.481
O -2.976 0.619 2.666 2.6 -1.7 0.2 -0.483
H -1.264 2.141 -4.176 0.3 -0.7 1.7 0.375
H -0.022 1.836 -2.865 -1.6 -0.5 -0.2 0.198
H -1.765 2.404 -2.438 1.2 -1.4 -0.8 0.314
H -2.808 0.246 -2.945 1.2 0.7 -0.4 0.024
H -1.448 -0.268 -4.165 -0.5 0.5 1.6 0.459
H -0.036 -1.224 -2.354 -1.5 0.8 0.6 0.447
H -1.764 -1.674 -1.906 0.7 0.6 0.1 0.011
H 1.558 0.910 -1.836 0.0 -0.8 1.5 0.163
H -0.280 -2.732 3.126 0.1 1.1 -0.2 0.159
H -0.230 1.461 4.320 -0.3 -0.3 -0.7 0.346
H -3.491 -0.116 2.258 0.4 0.6 0.6 0.337
Mg -3.858 -1.282 -2.652 0.1 -0.4 0.2 0.886
```
Forces are in eV/Å.

# 6
Molecular formula: C9H11BrNO2
Method: DFT, ωB97M-V with the def2-TZVPD basis set

Results
**Charge**: +1
**Frontier orbital gap (alpha / beta)**: 5.2 / 8.8 eV
**2S+1**: 3

Structure (XYZ):
```
24
Properties=species:S:1:pos:R:3:forces:R:3:mulliken_charge:R:1
C -1.606 3.209 0.449 -1.2 0.5 -1.2 -0.410
C -1.407 2.829 -0.877 0.5 -1.1 1.1 -0.349
C -2.170 2.225 1.236 0.1 -1.1 2.4 -0.453
C -1.448 1.545 -1.297 -0.5 0.8 2.7 -0.207
C -2.138 0.886 0.875 0.1 0.7 -2.2 0.032
C 0.656 -0.726 0.637 -3.4 1.8 -1.4 0.507
C 3.618 -2.336 -0.419 -2.1 1.5 -3.2 -1.027
C 2.549 -2.400 0.618 -0.2 4.4 1.3 -0.289
C -1.647 -0.709 -0.943 -2.5 -0.1 4.4 -0.297
N -1.764 0.541 -0.395 0.6 0.7 -2.5 0.193
O 0.470 0.146 1.404 1.5 0.6 1.9 -0.427
O 1.171 -1.709 0.165 1.9 -2.1 -1.8 -0.233
Br -2.408 -2.164 -0.123 -0.1 -0.1 0.4 -0.020
H -1.571 4.299 0.585 0.0 -0.7 0.9 0.408
H -1.172 3.523 -1.595 0.5 1.7 -1.5 0.428
H -2.548 2.340 2.270 0.4 0.5 -0.8 0.346
H -1.332 1.364 -2.299 0.3 -1.1 -2.1 0.391
H -2.456 0.018 1.361 -0.5 -0.6 1.6 0.388
H 4.479 -2.548 0.070 2.9 -1.1 1.4 0.394
H 3.460 -3.016 -1.301 0.1 0.3 1.2 0.292
H 3.866 -1.334 -0.926 -0.9 -1.0 1.2 0.303
H 2.614 -1.700 1.532 1.1 -1.8 -1.1 0.290
H 2.057 -3.277 0.793 -0.1 -2.7 0.8 0.325
H -1.274 -1.007 -1.821 1.7 0.2 -3.3 0.416
```
Forces are in eV/Å.

# 7
Molecular formula: C9H11BrS
Method: DFT, ωB97M-V with the def2-TZVPD basis set

Results
**Frontier orbital gap**: 7.5 eV
**SMILES string**: C=C1C=CC=CC1.CC(=S)Br
**2S+1**: 1

Structure (XYZ):
```
22
Properties=species:S:1:pos:R:3:forces:R:3:mulliken_charge:R:1
C 1.719 -0.992 -0.700 -0.3 -0.2 0.3 -0.406
C 1.184 -1.642 0.488 -1.1 0.6 2.4 -0.496
C 1.649 0.322 -0.957 0.0 -2.0 0.2 -0.563
C 0.653 -0.840 1.447 -1.1 -0.8 1.4 -0.207
C 0.932 1.244 -0.048 1.2 -0.4 -1.9 -0.268
C 0.563 0.620 1.220 0.7 0.8 2.6 0.957
C -1.676 -0.834 -1.660 -1.0 0.9 1.0 -0.401
C 0.317 1.445 2.257 -0.4 -1.9 -1.7 -1.249
C -2.443 0.279 -0.876 0.3 -0.7 -1.0 0.175
S -2.448 1.842 -1.226 -0.3 -0.3 0.1 -0.188
Br -3.233 -0.444 0.735 0.1 0.2 -0.4 -0.088
H 2.100 -1.726 -1.346 0.9 -0.3 -1.4 0.365
H 1.172 -2.728 0.727 0.4 0.9 -0.8 0.328
H 2.028 0.679 -1.885 0.3 0.4 -0.6 0.434
H 0.216 -1.237 2.512 1.2 0.9 -2.9 0.092
H 1.557 2.137 -0.042 -0.4 0.3 0.8 0.439
H -1.171 -0.354 -2.547 -0.6 -0.7 0.9 0.240
H -0.921 -0.984 -0.805 -0.7 -1.0 -1.7 0.001
H -2.421 -1.707 -1.945 2.0 1.6 0.9 0.320
H -0.019 0.959 3.112 -0.4 -0.3 1.9 0.323
H 0.197 2.477 2.129 0.1 1.4 0.0 0.351
H 0.044 1.483 -0.590 -0.8 0.6 -0.4 -0.159
```
Forces are in eV/Å.

# 8
Molecular formula: C9H11Cl2MoNO2
Method: DFT, ωB97M-V with the def2-TZVPD basis set

Results
**Frontier orbital gap (alpha / beta)**: 8.0 / 7.0 eV
**2S+1**: 3

Structure (XYZ):
```
26
Properties=species:S:1:pos:R:3:forces:R:3:mulliken_charge:R:1
C -1.034 -0.334 -1.890 -3.9 0.4 1.3 -0.157
C -1.457 1.047 -1.900 -0.1 0.4 0.0 -0.449
C -2.823 1.220 -1.263 2.9 -1.0 -0.2 -0.500
C -3.255 -0.092 -0.872 2.5 -1.1 0.9 -0.421
C -2.157 -1.053 -1.221 1.0 2.4 -0.8 -0.481
Mo -1.357 0.524 0.322 0.2 -2.2 -0.3 0.689
N 1.857 -0.336 0.063 1.8 0.0 -0.3 -0.176
C 3.226 0.028 -0.193 0.2 0.3 0.1 -0.372
C 2.202 1.162 -0.170 -2.1 -2.6 1.6 -0.394
H -3.170 2.190 -0.977 -0.8 0.2 -0.3 0.380
H -0.861 1.796 -2.477 -0.9 -0.4 0.9 0.351
H -3.985 -0.342 -0.075 0.1 0.2 -1.1 0.338
H -2.068 -2.119 -1.105 -0.5 -0.1 0.5 0.356
H -0.221 -0.770 -2.470 -0.1 0.1 0.7 0.408
H 1.794 1.621 -1.106 0.6 -0.3 1.0 0.153
H 3.695 -0.286 -1.196 -0.7 0.7 1.5 0.235
H 1.738 -1.340 0.028 -1.4 0.6 -0.7 0.144
H 1.841 1.478 0.889 1.3 0.7 -2.2 0.236
H 3.862 -0.130 0.703 0.1 0.5 -0.8 0.234
Cl 0.889 -1.039 4.943 -0.4 0.2 0.2 -0.155
C -0.782 -0.610 4.487 0.8 1.0 -1.1 0.066
Cl -1.424 0.825 5.333 0.3 -0.4 0.0 -0.161
C -0.778 -0.310 2.958 -1.3 -1.7 -0.5 0.813
O -1.495 -1.132 2.250 1.3 2.6 0.4 -0.741
O -0.133 0.666 2.518 -0.7 0.0 -0.9 -0.704
H -1.418 -1.437 4.689 -0.4 -0.6 0.2 0.307
```
Forces are in eV/Å.

- What is the 2S+1 in the eighth record?
  3

- 2S+1 of number 7 (C9H11BrS)?
  1